The following is a quantum chemistry calculation of a molecular structure, C11H8CeN2O4S in a non-equilibrium geometry, from OMol25.

Last column: Mulliken charge in e.
Positions of all 27 atoms, in Å:
Ce (-0.703, 1.285, -1.205)  0.87
S (1.602, -0.600, 2.901)  -0.07
O (-1.906, 3.138, 1.623)  0.00
O (-3.896, 0.313, -1.969)  0.05
O (0.571, 0.343, -4.564)  -0.01
O (-1.677, 4.402, -3.026)  -0.04
N (0.480, 0.161, 0.688)  -0.17
N (1.401, 1.903, 2.048)  -0.30
C (0.138, -3.965, 0.979)  -0.85
C (-0.354, -1.950, -0.319)  -0.65
C (0.867, -1.824, 1.814)  0.19
C (-0.426, -3.340, -0.133)  -0.74
C (-1.538, 2.637, 0.645)  0.26
C (0.308, -1.234, 0.675)  1.24
C (0.792, -3.192, 1.969)  -0.24
C (1.165, 0.594, 1.759)  0.45
C (-1.304, 3.459, -2.444)  0.36
C (0.199, 0.683, -3.517)  0.36
C (-2.828, 0.673, -1.719)  0.38
H (-0.783, -1.427, -1.199)  0.06
H (1.235, -3.664, 2.833)  0.47
H (0.074, -5.059, 1.082)  0.43
H (2.192, 2.726, -0.802)  -0.05
H (-0.933, -3.921, -0.893)  0.44
H (1.419, 2.561, 1.268)  0.12
H (2.033, 2.092, 2.834)  0.30
H (1.873, 3.204, -1.328)  0.15

The calculation puts the lowest unoccupied orbital energy (spin up / spin down) at -0.522 / -0.519 hartree. The calculated total energy comes out at -1706.553259 Ha. The relative energy (zero: lowest compared OMol25 entry of this formula, charge and spin) comes out at 0.000 eV. Its total charge is +3. The spin multiplicity is 2.


The following is a quantum chemistry calculation of a molecular structure, C24H10Cl2F5IrN4O2SSe3Te in a non-equilibrium geometry, from OMol25.

Last column: Mulliken charge in e.
Positions of all 53 atoms, in Å:
Ir (0.522, -0.108, 0.397)  1.43
Te (3.773, -2.690, 4.557)  -0.15
Se (2.703, -4.364, 3.225)  -0.35
Se (2.341, -0.810, 3.549)  -0.09
Se (2.755, -0.875, 1.321)  -0.18
Cl (-0.891, 2.214, -5.832)  -0.26
Cl (-3.841, 1.930, -4.559)  -0.24
S (1.314, 2.090, 0.443)  -0.38
F (-0.513, 3.754, -1.254)  -0.33
F (-3.438, 5.113, 2.194)  -0.33
F (-2.729, 5.091, -0.419)  -0.30
F (-1.780, 4.001, 4.053)  -0.33
F (0.322, 2.518, 3.321)  -0.29
O (-3.531, 0.548, 0.273)  -0.75
O (2.634, 0.104, -3.273)  -0.69
N (0.967, -0.056, -1.634)  -0.05
N (-0.702, -1.035, 1.636)  0.23
N (1.926, -2.679, -1.245)  -0.22
N (-1.287, 0.321, -0.379)  -0.01
C (-2.304, -1.395, 3.869)  -0.28
C (4.141, -3.690, -2.531)  -0.32
C (-2.414, 0.147, 0.482)  0.35
C (-0.323, -1.933, 2.578)  -0.30
C (2.100, -0.561, -2.399)  -0.11
C (-0.310, 3.228, 2.363)  0.15
C (-2.239, 4.576, 1.811)  0.56
C (-2.495, 1.008, -2.413)  -1.18
C (-1.982, -0.492, 1.718)  0.02
C (-1.333, 0.586, -1.723)  -0.05
C (-1.902, 4.591, 0.471)  0.15
C (-0.093, 0.400, -2.400)  0.64
C (-1.102, -2.112, 3.713)  -0.61
C (-1.133, 1.348, -4.362)  0.31
C (-0.733, 3.892, 0.099)  0.28
C (0.025, 3.169, 0.987)  0.06
C (0.003, 0.798, -3.757)  -0.77
C (3.681, -2.413, -2.849)  -0.80
C (2.589, -1.913, -2.111)  0.73
C (-2.412, 1.396, -3.731)  0.09
C (2.447, -3.860, -0.893)  -0.19
C (-1.448, 3.949, 2.758)  0.19
C (-2.717, -0.539, 2.910)  -0.68
C (3.567, -4.379, -1.471)  -0.67
H (-3.603, 0.079, 3.015)  0.46
H (1.906, -4.408, -0.111)  0.45
H (0.991, 0.709, -4.294)  0.49
H (0.559, -2.595, 2.343)  0.53
H (4.033, -5.257, -1.055)  0.41
H (4.901, -4.188, -3.096)  0.43
H (-3.398, 0.952, -1.858)  0.70
H (-2.939, -1.547, 4.733)  0.44
H (-0.712, -2.764, 4.520)  0.35
H (4.105, -1.853, -3.691)  0.42

The calculation puts the lowest unoccupied orbital energy (spin up / spin down) at 0.052 / 0.012 hartree. The calculated total energy comes out at -10684.664629 Ha. The relative energy (zero: lowest compared OMol25 entry of this formula, charge and spin) comes out at 0.000 eV. Its total charge is -1. The spin multiplicity is 6.


The following is a quantum chemistry calculation of a molecular structure, C28H55Cl8N5 in a non-equilibrium geometry, from OMol25.

Last column: Mulliken charge in e.
Positions of all 96 atoms, in Å:
Cl (0.289, -0.595, -1.085)  -0.04
Cl (-3.087, -4.633, -0.023)  -0.04
Cl (-5.271, -4.709, -1.961)  -0.10
Cl (-4.978, -6.892, -0.009)  -0.11
Cl (0.380, -0.225, 1.633)  -0.19
Cl (-1.202, -2.446, 0.668)  0.00
Cl (1.713, -2.456, 0.477)  -0.04
Cl (-3.161, -6.412, -2.302)  -0.09
N (2.230, 3.642, -3.236)  0.34
N (3.153, -2.594, 5.133)  0.00
N (-3.729, 0.403, -3.114)  -0.03
N (-2.464, 0.012, 4.866)  0.22
N (6.388, -0.759, 0.469)  0.02
C (-3.785, -1.061, -3.155)  -1.08
C (-2.412, -1.873, -2.969)  0.09
C (3.702, -3.838, 5.412)  -0.58
C (-2.702, 0.962, -4.044)  0.00
C (1.400, 4.786, -3.452)  -0.35
C (3.551, -4.629, 4.329)  -0.71
C (2.656, -2.659, 3.856)  -0.35
C (1.846, 5.966, -2.586)  -1.48
C (4.641, -1.699, -0.714)  -0.56
C (6.229, -0.065, -0.674)  -0.62
C (-4.022, 0.214, -0.553)  -1.22
C (-3.362, 0.941, -1.787)  0.05
C (5.172, -0.613, -1.435)  -0.14
C (2.927, -3.925, 3.308)  -0.16
C (0.436, 1.976, -4.074)  -1.16
C (-2.336, 1.195, 3.994)  0.10
C (-0.326, 0.005, 6.172)  -1.40
C (-4.124, -5.687, -1.053)  0.29
C (-1.251, -0.690, 5.135)  -0.25
C (-3.658, -0.832, 4.674)  -0.93
C (-2.962, 0.442, -5.511)  -1.34
C (-2.303, 2.605, 4.690)  -1.36
C (1.910, 2.455, -4.005)  -0.67
C (-3.773, -1.610, 3.313)  -0.36
C (5.404, -1.723, 0.481)  -0.65
C (3.684, 3.875, -3.366)  -0.58
C (4.578, 2.746, -2.785)  -1.38
C (0.192, -1.445, 0.382)  0.02
H (3.151, -1.737, 5.669)  0.22
H (4.649, 1.871, -3.432)  0.31
H (2.396, 2.465, -4.980)  0.42
H (-2.281, 0.833, -1.707)  0.05
H (-1.638, 2.610, 5.554)  0.30
H (6.869, 0.778, -0.889)  0.41
H (2.263, -1.773, 3.380)  0.41
H (-0.910, 0.372, 7.016)  0.33
H (-2.104, 0.834, -6.057)  0.43
H (-1.624, -1.623, 5.557)  0.44
H (3.899, -2.368, -1.124)  0.54
H (3.925, 4.684, -2.676)  0.48
H (4.818, -0.224, -2.378)  0.38
H (0.596, -0.508, 6.446)  0.35
H (1.287, 5.157, -4.470)  0.32
H (-2.767, 2.043, -3.919)  0.56
H (-0.314, 2.754, -4.216)  0.33
H (-3.940, 0.828, -5.800)  0.33
H (-1.700, 0.789, -3.652)  -0.14
H (-4.569, -1.468, -2.516)  0.50
H (4.144, -4.015, 6.382)  0.39
H (-5.075, 0.045, -0.779)  0.38
H (3.942, -5.628, 4.201)  0.38
H (-3.415, 2.029, -1.758)  0.41
H (-2.976, -0.646, -5.582)  0.26
H (-4.665, -2.220, 3.172)  0.45
H (5.585, 3.082, -2.537)  0.45
H (-3.249, 1.286, 3.406)  0.27
H (-2.163, -1.916, -1.909)  -0.47
H (-3.617, -0.879, 2.520)  -0.08
H (-3.253, 3.002, 5.049)  0.32
H (-2.698, -2.895, -3.220)  0.36
H (-0.708, -0.974, 4.233)  0.14
H (2.597, -4.342, 2.367)  0.45
H (-2.892, -2.252, 3.290)  0.14
H (0.259, 1.595, -3.068)  0.32
H (-4.176, -1.437, -4.100)  0.33
H (4.017, 4.150, -4.367)  0.26
H (-2.049, 3.404, 3.994)  0.39
H (-4.559, -0.239, 4.831)  0.38
H (5.336, -2.279, 1.404)  0.43
H (0.156, 0.799, 5.602)  0.32
H (-3.663, -0.797, -0.362)  0.16
H (-1.570, -1.400, -3.473)  0.18
H (2.191, 5.720, -1.581)  0.37
H (2.376, 1.546, -3.625)  0.19
H (0.387, 4.546, -3.128)  0.33
H (4.115, 2.510, -1.826)  0.37
H (0.354, 1.223, -4.859)  0.40
H (0.956, 6.568, -2.399)  0.41
H (-3.912, 0.747, 0.392)  0.34
H (2.689, 6.463, -3.067)  0.33
H (-3.585, -1.591, 5.453)  0.43
H (7.099, -0.669, 1.180)  0.20
H (-1.557, 0.997, 3.258)  -0.09

The calculation puts the lowest unoccupied orbital energy at -0.001 hartree. The calculated total energy comes out at -5054.986062 Ha. The relative energy (zero: lowest compared OMol25 entry of this formula, charge and spin) comes out at 3.064 eV. Its total charge is 0.


The following is a quantum chemistry calculation of a molecular structure, CH2N6O8 in a non-equilibrium geometry, from OMol25.

Last column: Mulliken charge in e.
Positions of all 17 atoms, in Å:
O (1.347, -1.312, -0.777)  -0.57
O (-0.751, -3.476, 3.092)  -0.34
O (3.195, -2.545, -0.352)  -0.53
O (-0.776, -0.874, 2.057)  -0.53
O (2.469, -4.001, 2.126)  -0.59
O (1.458, -2.566, 3.372)  -0.47
O (0.139, 0.997, 2.011)  -0.60
O (-0.238, -2.273, 4.854)  -0.38
N (-1.373, 0.584, 0.527)  -0.60
N (1.695, -2.050, 1.237)  -0.35
N (-0.210, -2.842, 3.882)  1.21
N (1.871, -2.942, 2.145)  1.00
N (-0.601, 0.194, 1.571)  1.33
N (2.103, -2.027, -0.126)  0.96
C (-1.227, 0.159, -0.640)  -0.14
H (-0.575, -0.607, -1.025)  0.34
H (-1.816, 0.758, -1.421)  0.26

The calculation puts the lowest unoccupied orbital energy (spin up / spin down) at -0.071 / -0.071 hartree. The calculated total energy comes out at -969.168003 Ha. The relative energy (zero: lowest compared OMol25 entry of this formula, charge and spin) comes out at 0.843 eV. Its total charge is 0.